# 1
# C72H152N8O8

A 8-piece molecular cluster, C72H152N8O8 overall at a distorted geometry (wB97M-V/def2-TZVPD, the Open Molecules 2025 dataset).

Properties
**Highest occupied orbital energy**: -0.2796 hartree
**SMILES**: CC1(C)CCCC(C)(C)N1O.CC1(C)CCCC(C)(C)N1O.CC1(C)CCCC(C)(C)N1O.CC1(C)CCCC(C)(C)N1O.CC1(C)CCCC(C)(C)N1O.CC1(C)CCCC(C)(C)N1O.CC1(C)CCCC(C)(C)N1O.CC1(C)CCCC(C)(C)N1O
**Relative energy (zero: lowest compared OMol25 entry of this formula, charge and spin)**: 129.7 kcal/mol
**Total energy**: -105416.703 eV

Cartesian coordinates (Å):
H (-3.92, -7.30, -1.78)
H (-2.69, -3.08, 4.73)
H (2.41, 3.90, -1.27)
H (-3.82, -5.81, 6.78)
C (1.52, 3.91, -1.91)
H (2.70, -4.75, 2.89)
H (-0.84, 0.69, 1.30)
H (-2.47, 3.96, -8.56)
H (1.41, -4.80, 4.97)
H (-3.70, -2.04, 7.88)
H (-5.49, -3.09, -5.76)
C (5.09, 4.20, -6.36)
C (1.91, 0.06, -0.96)
H (-6.27, -4.57, -5.26)
H (-4.73, -5.70, 9.22)
H (-2.04, -2.03, 8.93)
N (5.40, 1.39, -5.55)
H (1.44, -2.61, -1.30)
C (-4.34, 2.71, -7.79)
C (4.33, 3.65, -5.13)
H (0.49, 4.30, 4.04)
H (-3.75, 4.29, 4.93)
C (-2.94, 0.97, -8.91)
C (5.18, -2.47, 4.20)
H (5.39, 5.25, -6.18)
H (0.80, 2.02, 4.05)
C (0.63, 1.67, 5.07)
H (-5.20, -6.59, -4.37)
H (0.62, -4.14, 8.78)
H (-2.31, -2.90, 10.36)
C (-3.12, -3.96, 5.19)
H (-4.40, 3.64, -7.22)
H (-5.00, -2.46, 6.80)
H (-0.83, -0.43, 4.94)
C (5.79, 1.74, -7.97)
C (-1.23, -1.59, 0.53)
H (-2.53, -5.54, -1.67)
H (-3.76, 3.22, -5.23)
H (-3.41, -2.38, -3.84)
C (0.42, 6.15, -3.85)
H (-0.07, -5.48, 9.73)
H (-3.21, 1.34, -9.90)
H (7.86, 0.51, -6.78)
C (-1.43, 0.22, 5.59)
H (-4.39, -1.87, -2.48)
H (0.93, 0.63, 4.90)
C (-1.58, -4.19, 8.72)
H (1.47, -1.03, 2.33)
H (1.18, 0.22, -1.77)
C (-2.55, -1.31, -0.21)
C (-4.10, -4.90, 7.31)
C (-0.40, 4.62, -0.43)
H (3.57, 0.90, -3.34)
C (5.31, -1.03, 4.70)
C (-3.21, -3.81, 6.73)
H (-2.43, -6.18, 9.18)
H (1.67, 0.50, 1.69)
H (-3.44, -6.60, -4.20)
H (-2.29, -4.99, -3.29)
H (4.77, 4.01, -4.21)
H (-1.01, 5.44, -0.05)
C (6.37, -3.28, 4.79)
C (2.31, -4.62, 5.56)
C (-5.46, -3.32, -3.64)
H (-6.88, -1.89, -2.78)
H (0.21, 4.23, 0.40)
C (0.61, -3.35, 0.54)
H (6.08, 0.78, -8.39)
H (-1.00, 3.76, -0.74)
H (5.26, -1.04, 5.79)
C (3.63, -4.47, 4.77)
H (4.73, 1.96, -8.07)
H (2.39, -1.94, 4.74)
C (-3.92, -2.42, 6.89)
H (7.29, -3.05, 4.25)
H (1.10, 5.43, -4.34)
C (-4.19, -4.85, -5.24)
H (1.36, 2.04, 5.78)
C (-0.60, 3.70, 6.94)
C (-0.33, 5.47, -2.72)
C (-6.83, -2.62, -3.59)
O (5.19, 0.02, -5.85)
H (-7.06, -2.11, -4.52)
H (2.87, 9.16, -1.96)
H (-4.15, -5.34, -6.21)
H (-5.13, 2.16, -7.26)
H (-3.14, 5.49, 3.84)
H (4.45, -2.35, 2.03)
H (2.56, 0.67, -5.74)
C (-1.03, 2.24, 6.90)
O (-0.58, 0.68, 0.36)
H (-0.33, 6.37, -4.61)
C (-3.10, 2.63, -4.60)
C (2.22, 8.50, -1.39)
C (0.58, 5.06, -1.52)
C (-2.64, -5.11, 9.32)
H (-0.50, 4.15, 7.93)
H (-1.96, -0.53, 2.22)
H (4.72, -4.53, 6.54)
H (5.68, -0.40, -5.13)
N (-5.39, -4.39, -2.64)
H (-4.83, 2.93, -8.75)
H (-1.54, -3.77, 0.54)
C (-5.40, -3.93, -5.07)
H (-5.17, -4.73, 7.12)
H (-1.17, 2.83, -8.80)
H (-2.41, 0.08, 5.12)
H (1.31, 9.02, -1.11)
C (-1.56, -1.53, 2.04)
H (2.71, -0.40, -1.52)
C (6.43, 3.50, -6.30)
H (-0.67, -2.42, 9.79)
C (-4.37, -5.44, -2.74)
H (3.56, 2.57, -3.02)
H (-2.14, 0.33, -3.78)
H (-0.99, -3.16, -0.91)
H (6.89, 3.79, -5.36)
H (-0.47, -3.42, 6.18)
H (-3.52, -1.70, 6.18)
H (3.36, -6.25, 3.43)
H (-1.07, 5.46, 5.89)
H (6.28, 2.51, -8.59)
H (3.60, 6.45, -3.63)
H (-0.70, 4.56, -7.19)
H (-0.19, 2.32, -6.36)
H (5.89, -3.34, 2.34)
C (-1.96, 3.11, -8.10)
H (-0.43, 3.25, -4.94)
H (4.53, -6.13, 5.67)
H (6.19, -5.21, 4.01)
C (-1.68, 3.98, 4.57)
H (-0.55, 1.52, 7.56)
H (-3.26, -4.32, -5.06)
H (-0.76, -1.81, 2.72)
H (-4.38, -3.98, 9.28)
C (-0.84, -3.03, 0.16)
H (1.44, 6.20, 0.69)
C (-1.48, 3.89, -6.83)
C (2.86, 1.72, -5.76)
H (1.85, 7.61, -4.20)
H (-3.70, 1.94, -4.00)
C (-2.98, 2.00, -7.76)
H (-4.68, -1.30, -4.09)
O (-5.50, -3.92, -1.31)
C (6.32, 1.98, -6.53)
O (2.09, 6.01, 0.00)
C (-0.97, 2.89, -5.83)
O (2.82, -2.38, 4.00)
N (-1.88, -3.92, 7.29)
H (-2.52, 4.65, 6.48)
H (7.02, 3.86, -7.14)
H (0.37, 3.92, 6.49)
H (6.95, -5.27, 5.57)
H (-3.51, 0.07, -8.70)
C (3.58, -5.19, 3.39)
H (-0.79, 1.17, -3.64)
H (-2.44, -1.51, -1.28)
H (-2.86, -0.27, -0.14)
H (0.84, -4.36, 0.20)
N (1.32, 6.28, -1.17)
C (-0.20, -4.86, 8.84)
C (1.18, 7.36, -3.37)
H (-0.70, 5.57, 3.62)
H (-2.63, -5.05, 10.41)
H (4.41, -0.51, 4.36)
H (1.96, 4.06, -2.90)
C (7.75, 1.51, -6.35)
H (-3.03, -3.92, -1.95)
H (-7.67, -3.32, -3.51)
C (1.23, -0.87, 0.05)
H (-0.69, 4.09, 2.68)
H (6.56, -2.86, 5.78)
H (-1.01, 6.22, -2.31)
H (2.91, -0.78, 1.43)
H (-2.57, -4.81, 4.76)
H (1.95, 1.07, -0.55)
H (2.72, 8.23, -0.46)
C (-2.96, -4.89, -2.45)
H (-2.42, -2.18, 2.21)
C (-1.63, -2.86, 9.51)
H (4.58, 4.26, -7.32)
C (5.33, -2.45, 2.65)
H (6.06, -1.68, 2.35)
H (-0.76, 0.13, -5.02)
C (1.48, -2.36, -0.24)
H (-2.63, 1.36, 3.53)
O (-3.59, 0.32, -6.19)
H (0.83, -3.38, 1.61)
H (-2.11, 2.22, 7.04)
C (-4.44, -2.20, -3.52)
H (-3.38, -0.44, -6.74)
C (-1.54, 4.49, 6.04)
H (6.08, -0.42, 4.24)
H (2.49, -5.38, 6.32)
H (8.60, 2.12, -6.68)
C (-0.52, 4.50, 3.69)
H (-4.15, -4.09, 4.83)
C (-4.79, -6.64, -1.86)
C (6.15, -4.78, 5.01)
H (-0.88, 4.61, -3.11)
C (-1.42, 0.79, -4.46)
O (-1.02, -2.92, 6.80)
C (-1.98, 1.88, -5.37)
N (3.91, -3.06, 4.60)
H (4.44, -4.91, 2.79)
O (-1.90, 1.94, 3.30)
C (-4.08, -4.93, 8.82)
C (4.13, 1.82, -3.57)
N (-1.67, 2.51, 4.58)
H (-2.34, 4.46, -6.47)
C (3.36, 6.47, -2.56)
H (2.02, 2.27, -5.35)
H (2.50, -2.58, 0.11)
H (-2.70, 3.38, -3.91)
H (-5.13, -6.35, -0.87)
C (4.20, 2.10, -5.10)
C (-4.33, -5.96, -4.20)
H (-6.43, -4.10, -1.13)
C (-0.83, 1.65, 5.47)
H (3.29, 3.99, -5.21)
H (2.12, -3.73, 6.17)
H (0.52, 8.23, -3.44)
H (1.16, 2.88, -1.89)
C (1.84, -0.55, 1.42)
H (5.10, 1.73, -3.10)
H (-3.57, 3.84, 3.30)
C (-3.08, 4.43, 4.08)
H (4.13, 7.13, -2.14)
H (-3.38, -1.87, 0.23)
H (8.00, 1.35, -5.29)
N (-0.21, -0.66, 0.11)
H (-5.55, -7.23, -2.37)
H (-0.10, -5.60, 8.04)
H (-1.50, -0.27, 6.56)
C (2.05, 7.17, -2.14)
H (-1.91, 0.58, -8.90)
H (3.56, 5.46, -2.21)
N (-2.61, 1.27, -6.55)
C (4.78, -5.07, 5.59)
H (2.99, 2.01, -6.80)

Mulliken atomic charge list, values in e, 6 entries: H 0.427; H 0.106; H 0.765; H 0.408; C -1.239; H 0.025


# 2
# C72H156N12O12

A 12-piece molecular cluster, C72H156N12O12 overall at a distorted geometry (wB97M-V/def2-TZVPD, the Open Molecules 2025 dataset).

Properties
**Highest occupied orbital energy**: -0.2965 hartree
**SMILES**: CC1(C)CCCC(C)(C)N1O.CC1(C)CCCC(C)(C)N1O.CC1(C)CCCC(C)(C)N1O.CC1(C)CCCC(C)(C)N1O.CC1(C)CCCC(C)(C)N1O.CC1(C)CCCC(C)(C)N1O.CN(C)C=O.CN(C)C=O.CN(C)C=O.CN(C)C=O.CN(C)C=O.CN(C)C=O
**Total energy**: -119635.028 eV

Cartesian coordinates (Å):
H (-4.95, 4.35, 4.94)
H (2.65, -2.54, -4.85)
C (1.79, 0.07, -5.27)
H (2.93, 0.24, -3.49)
O (-4.05, 5.14, -3.11)
C (-5.51, 5.27, 0.22)
H (5.00, -6.57, -0.70)
C (-4.55, -3.37, 0.30)
H (0.11, 1.26, 5.38)
H (-6.89, -2.74, -1.32)
C (-1.00, 5.88, 2.59)
C (2.59, 0.16, 5.63)
H (-5.57, -3.42, 0.62)
H (-7.19, -1.75, -2.78)
N (5.47, -8.98, -1.78)
H (-2.95, 3.81, -0.12)
H (1.67, 2.05, -2.62)
C (4.31, 0.48, -0.46)
H (2.11, -0.76, 3.48)
H (-1.17, 3.15, -7.78)
H (-2.72, -1.66, -2.30)
H (2.33, -3.16, 2.96)
C (-3.59, 6.77, -1.43)
H (3.08, 1.62, -4.59)
C (-0.92, 2.70, -6.82)
H (-3.17, 2.76, -4.21)
H (7.26, -9.80, -3.59)
C (5.24, -1.08, -2.14)
C (6.11, 0.62, 6.56)
C (4.35, -1.91, -0.02)
H (1.78, 2.87, 1.63)
H (6.41, -8.94, -5.00)
H (2.58, 2.56, 5.53)
H (3.62, 6.04, 0.98)
H (-5.10, 6.82, 1.67)
N (-2.43, 3.45, 5.68)
C (-1.68, 1.61, 7.27)
H (-6.21, 0.49, -3.05)
H (2.92, -9.34, -2.12)
C (-4.19, 7.45, -0.18)
H (-2.40, 0.92, 6.79)
H (-4.75, 1.94, 6.11)
H (-6.57, 5.54, 0.03)
H (-1.92, -2.73, 0.27)
H (2.32, 4.79, 2.92)
H (4.02, 2.66, 4.49)
H (6.78, -10.32, -1.20)
H (1.33, -3.07, -3.59)
H (-2.08, 0.46, 4.32)
O (2.94, 0.51, 6.74)
H (-3.92, -3.96, 1.04)
H (3.58, -6.38, -2.31)
H (-3.28, 1.89, 2.82)
C (-6.40, -2.17, -2.12)
C (-2.18, 6.25, -1.18)
C (0.46, -3.11, 1.07)
H (2.54, -1.91, -3.31)
H (-0.09, -3.38, 0.21)
C (2.41, 0.89, -4.17)
H (-0.92, 3.96, 0.81)
H (2.12, -0.75, 5.37)
C (5.87, -1.80, 6.66)
H (3.40, 0.19, 2.57)
H (5.65, 0.29, 4.18)
H (-0.42, 3.87, 7.77)
H (3.83, -10.73, -0.53)
C (-3.82, 3.49, -0.63)
H (6.43, -1.54, 7.55)
H (-0.11, 3.32, -6.41)
O (-3.48, -2.22, -2.05)
H (0.77, 2.31, -4.04)
H (-5.01, 8.09, -0.50)
H (-2.37, -3.95, -3.59)
H (-3.65, 1.22, -5.56)
N (-0.06, -0.56, -3.74)
H (-3.60, 0.90, 5.27)
H (-4.32, 8.26, -2.89)
C (3.02, 2.26, 4.55)
H (1.20, 0.78, -5.80)
H (-0.51, 4.78, 6.17)
C (0.23, 0.51, -2.76)
H (-0.72, 1.94, -1.51)
H (5.05, -2.75, -0.20)
H (-1.43, 5.28, 3.37)
C (-4.04, -1.95, 0.23)
H (-1.81, 5.73, 1.80)
C (-0.32, 3.77, 6.65)
H (0.58, 2.10, 0.56)
H (-1.61, 0.40, -1.58)
C (0.17, -1.77, -5.89)
H (2.41, -7.11, -3.30)
C (0.97, -1.14, -4.75)
H (-6.77, -0.15, 1.53)
O (6.69, -9.33, -1.16)
H (-2.11, 5.75, -0.24)
H (-6.75, 4.41, -2.27)
H (-0.37, 1.76, -6.91)
C (3.15, 5.09, 0.67)
O (1.17, -5.18, -0.67)
H (-5.10, -0.55, -3.77)
H (5.38, -0.16, -2.76)
H (2.31, -8.10, -0.98)
C (1.37, 3.85, -0.38)
H (-3.68, 5.89, 1.19)
H (2.53, 5.61, -1.81)
C (-4.24, 3.97, 4.14)
C (1.81, 6.10, -1.19)
H (6.20, -1.55, -1.93)
O (-0.71, -1.69, -3.12)
H (-0.07, -2.15, -2.54)
H (4.36, 1.27, -1.25)
H (-2.45, -2.10, 1.82)
C (2.48, 0.21, 3.16)
H (4.26, -7.01, 0.76)
H (4.38, -1.65, 1.04)
H (-4.36, 2.73, -0.04)
H (-4.27, -0.19, 1.43)
C (-2.59, 2.33, 3.50)
H (-0.50, 3.19, 2.38)
N (-2.04, 2.49, -5.96)
H (5.57, 0.72, 7.51)
N (-4.54, 5.74, -1.89)
H (0.86, -2.13, 0.93)
C (2.04, -4.12, 2.65)
C (6.32, -9.34, -3.97)
C (1.80, 5.24, 0.05)
C (-1.76, -4.84, -3.84)
C (4.91, -7.40, -0.03)
C (-6.19, -0.12, -0.57)
C (-0.13, 3.78, 1.54)
H (7.19, 0.84, 6.77)
H (-0.87, 0.89, 3.18)
H (-1.70, 1.48, -2.98)
H (1.39, -4.43, 3.41)
H (-0.85, 0.99, 7.67)
H (-4.54, -3.91, -0.63)
H (-5.61, 0.84, -0.60)
H (-6.57, 3.14, -1.04)
H (1.55, 6.01, 3.80)
H (2.54, -0.28, -5.99)
H (1.53, 0.54, -0.99)
H (-7.21, 0.08, -0.82)
N (4.69, -0.74, -0.84)
H (2.97, -4.73, 2.79)
H (-2.66, -4.70, -1.16)
C (-0.84, -6.81, -2.83)
O (3.88, 0.74, 0.62)
O (5.15, -1.70, 4.04)
N (5.84, -0.58, 5.91)
H (-0.62, -2.51, -5.64)
H (-0.83, -4.38, -4.14)
H (-5.47, 3.18, -2.39)
H (2.37, 2.82, 3.82)
H (3.17, -9.56, 0.70)
H (-4.79, -1.66, 2.14)
C (5.71, -8.30, -3.03)
C (-4.64, 6.36, 0.84)
C (4.43, -8.64, -0.78)
C (0.30, 5.21, 2.10)
H (6.05, -6.19, -2.50)
C (-3.40, 7.72, -2.59)
C (1.78, -5.03, 0.35)
C (3.13, -8.36, -1.64)
H (6.37, -2.52, 6.01)
H (0.30, -0.69, -0.90)
H (5.63, -10.12, -4.15)
H (-5.64, 4.56, 1.02)
H (-3.56, 1.63, -7.24)
H (0.74, 3.50, 6.46)
H (0.96, 4.29, 3.92)
H (1.79, 0.83, 2.67)
H (-2.61, 8.48, -2.36)
C (-4.81, -1.13, 1.21)
H (1.73, -0.88, -2.10)
H (-0.94, -4.19, -1.30)
H (4.47, -7.36, -4.55)
H (-2.14, 2.11, 8.10)
H (6.93, -6.81, -3.95)
C (-2.94, 1.40, -6.38)
H (5.75, 1.45, 5.93)
H (5.94, -7.51, 0.41)
H (2.58, -5.70, 0.75)
C (3.33, -7.36, -2.73)
H (-3.12, 5.03, -3.11)
N (-1.55, -5.68, -2.63)
H (-0.66, -7.41, -1.86)
H (-4.49, 0.67, -2.66)
C (-1.67, -5.11, -1.37)
H (-4.84, 3.58, 3.28)
H (4.85, -2.22, 6.86)
H (-0.30, -3.23, 1.81)
H (-1.88, 5.53, -1.94)
H (0.83, -2.24, -6.64)
H (-6.81, -1.81, 0.76)
C (-2.58, -1.94, 0.67)
H (-2.10, -1.00, 0.53)
C (1.01, -0.23, -1.62)
H (4.78, -10.11, 0.80)
H (-3.00, 4.79, 6.91)
C (-1.51, 1.34, 3.96)
H (-3.03, 7.19, -3.47)
C (-6.22, -0.81, 0.82)
C (-2.35, 3.22, -4.82)
H (-2.11, 3.21, 3.07)
C (-4.26, 1.76, 5.20)
H (0.07, 2.72, 4.50)
C (-1.28, 2.66, 6.15)
C (1.04, 3.06, 0.87)
H (-2.38, 0.46, -6.57)
H (-5.07, 1.54, 4.45)
C (-4.91, 4.59, -0.97)
C (-1.03, 1.10, -2.23)
H (-2.09, -5.52, -4.63)
C (-3.35, 2.83, 4.71)
C (-5.27, 0.00, -2.86)
H (-1.42, 7.06, -1.21)
H (4.59, -1.78, -2.67)
H (3.88, -9.02, -3.99)
H (-3.60, 4.78, 3.74)
N (1.46, -4.15, 1.30)
C (-6.03, 3.80, -1.68)
H (-1.36, -5.77, -0.63)
C (4.04, -9.85, 0.07)
H (0.46, 3.87, -0.98)
H (-3.43, 3.02, -1.55)
O (1.11, 7.25, 1.16)
C (-0.62, 2.01, 4.99)
C (1.24, 1.50, -3.49)
O (-3.13, 3.85, 6.90)
C (-5.52, -0.93, -1.68)
H (-0.33, -0.94, -6.45)
H (2.16, 3.32, -0.96)
H (3.36, -2.21, -0.31)
H (3.18, 4.32, 1.45)
C (1.34, 5.06, 3.21)
O (-1.75, 4.20, -4.43)
C (6.59, -7.03, -2.88)
H (0.82, 6.08, -1.62)
C (1.85, -2.23, -4.12)
H (-3.45, 8.07, 0.26)
H (2.09, 7.13, -0.99)
O (-0.50, -7.11, -3.94)
H (7.52, -7.24, -2.24)
N (2.81, 0.80, 4.43)
C (4.34, -8.03, -3.66)
C (5.53, -0.69, 4.62)
H (-5.86, -2.89, -2.75)
N (0.75, 5.91, 0.86)
H (1.81, 7.13, 1.90)
H (-0.96, 6.96, 2.79)
N (-4.17, -1.36, -1.09)
H (3.83, 4.81, -0.13)

Mulliken atomic charge list, values in e, 6 entries: H 0.449; H 0.685; C -1.170; H -0.749; O -0.422; C -1.516


Question: Among the records above, which one has the highest total energy?
Answer: C72H152N8O8


Question: Among the records above, which one has the lowest highest occupied orbital energy?
Answer: C72H156N12O12